This record from the Open Molecules 2025 dataset describes a molecular structure, C30H48BrMoN3P2Se. The level of theory is wB97M-V/def2-TZVPD.

total charge = +4
2S+1 = 3
gap between HOMO and LUMO (alpha / beta) = 5.64 / 3.84 eV

Cartesian coordinates (Å):
N -5.72853 4.32561 -4.08333
C -5.49627 5.05589 -2.98656
C -4.33105 4.93325 -2.20637
C -3.33009 3.96570 -2.53553
C -3.60778 3.25536 -3.72824
C -4.79341 3.44225 -4.43494
C -2.15792 3.62335 -1.75376
Mo 0.30250 2.17559 -0.84333
P 2.88422 -0.05469 -0.55386
C -1.28207 2.54406 -2.17031
C -1.48230 1.19878 -1.52437
C -0.37610 0.27104 -1.60547
C 0.00493 -0.29712 -0.34669
C -0.99331 -0.90389 0.53686
C -2.10990 0.02666 0.54855
C -2.33722 1.02307 -0.39004
Br 0.16922 -1.65310 2.53897
H -1.90512 4.33205 -0.97032
H -0.97933 2.59196 -3.23599
H -4.24282 5.51151 -1.28889
H -2.94072 2.46974 -4.06172
H -6.25785 5.79788 -2.70611
H -4.99747 2.87045 -5.34369
H 0.01222 -0.11130 -2.54637
H -3.12193 1.78802 -0.29661
H 0.88215 -0.94844 -0.35430
H -2.90843 -0.09206 1.27154
P -1.22169 -2.66880 -0.06604
C 3.65974 1.48970 0.01190
C 5.14235 1.72223 -0.15678
H 3.41402 1.55692 1.07855
H 3.08327 2.25721 -0.53396
H 5.36863 2.74122 0.16286
H 5.75538 1.07180 0.46013
H 5.47666 1.63990 -1.18812
C 3.79466 -0.66320 -2.07660
C 5.03419 -1.57296 -2.13906
H 4.02450 0.23175 -2.67255
H 2.99607 -1.20337 -2.61459
H 5.28272 -1.78572 -3.19294
H 5.93127 -1.09849 -1.72667
H 4.89492 -2.54746 -1.65776
C 3.42135 -1.26464 0.80248
C 4.79188 -1.19626 1.50372
H 3.30011 -2.28184 0.38109
H 2.62430 -1.12724 1.55736
H 4.81637 -1.96428 2.30070
H 5.62551 -1.44986 0.82632
H 4.98391 -0.22591 1.99259
C -1.31053 -3.83234 1.34466
C -1.87453 -5.21261 1.02024
H -1.90363 -3.34791 2.13949
H -0.26865 -3.91497 1.70930
H -2.95970 -5.24573 1.20979
H -1.67199 -5.50462 -0.02343
H -1.38928 -5.94502 1.68254
C 0.06637 -3.20303 -1.20181
C -0.13651 -2.86391 -2.67511
H 0.09789 -4.29225 -1.05530
H 1.02146 -2.82243 -0.82149
H -1.12520 -3.13867 -3.05227
H 0.02345 -1.81152 -2.89902
H 0.60349 -3.43070 -3.24161
C -2.78041 -2.70610 -0.97784
C -3.96323 -2.42786 -0.02932
H -2.83706 -3.70806 -1.44751
H -2.70858 -1.94876 -1.78318
H -4.52868 -1.53747 -0.35164
H -4.64939 -3.28903 -0.01420
H -3.61767 -2.25758 1.00741
C -2.20370 1.32983 3.59891
N -0.76799 1.23152 3.84532
C -0.25631 0.73877 5.03500
C 1.08611 0.90694 4.99697
N 1.40236 1.49286 3.77797
C 2.74317 1.97043 3.42915
C 0.25566 1.70134 3.05369
Se 0.03794 2.81207 1.49883
H -2.66174 0.34285 3.42202
H -2.35825 1.97671 2.72401
H -2.70211 1.77792 4.47426
H -0.87799 0.35665 5.80863
H 1.84650 0.73366 5.74422
H 3.27856 2.24042 4.34969
H 3.33882 1.17465 2.94505
H 2.67557 2.85164 2.77487

Cartesian forces, eV/Å:
0.200 -0.028 0.323
-1.129 0.208 -1.533
2.058 -0.524 1.159
0.036 -0.288 -0.265
1.400 -0.707 1.576
-2.203 0.910 -0.860
-1.791 1.746 -0.723
1.358 -3.098 1.530
3.027 0.022 0.127
-0.084 -1.623 -0.203
1.295 1.216 -0.489
-0.155 0.010 0.244
0.875 -0.863 -1.184
0.847 0.178 -0.061
-2.594 1.226 0.041
-0.022 -0.978 1.983
-0.760 2.142 -1.334
-0.012 -0.262 0.235
0.180 -0.282 0.502
-0.060 0.020 -0.153
0.024 0.153 -0.146
0.169 -0.463 -0.062
0.129 0.210 0.110
0.498 0.764 0.110
-0.026 -0.814 0.349
-0.494 0.658 -0.364
0.144 -0.033 0.076
-1.117 -0.824 0.644
-0.040 0.350 0.010
0.486 0.404 -0.083
-0.238 0.158 -0.407
0.303 0.278 0.274
0.053 0.014 -0.045
-0.068 -0.152 -0.066
-0.036 -0.088 -0.083
-0.730 0.063 -0.767
0.448 -0.079 0.440
-0.331 -0.036 0.089
0.139 0.264 -0.113
-0.357 0.191 0.334
-0.242 -0.070 0.100
-0.038 0.245 0.042
-1.243 -0.185 -0.010
0.350 0.011 -0.095
-0.110 0.402 0.170
0.376 -0.295 -0.192
-0.186 0.349 -0.379
-0.368 0.340 0.243
-0.040 -0.395 -0.296
0.199 0.011 0.107
-0.301 -0.259 -0.309
0.364 -0.173 -0.305
-0.720 -0.081 -0.299
0.435 -0.073 -0.241
-0.141 -0.138 0.387
-0.249 0.201 -0.307
0.392 0.088 0.293
0.105 -0.193 -0.274
-0.039 0.136 -0.020
0.023 -0.285 -0.096
0.195 -0.066 0.099
0.021 -0.279 0.007
-0.098 0.049 -0.090
0.087 0.285 -0.085
-0.388 -0.048 0.151
0.022 0.487 0.143
-0.063 -0.460 0.260
0.219 -0.463 0.177
0.235 0.407 0.049
-0.352 -0.108 -0.377
-0.528 0.189 -0.139
0.881 0.393 -0.107
0.311 0.539 -1.082
0.223 0.385 -0.702
-1.018 0.424 -0.372
0.641 -0.114 0.030
-0.298 -1.024 1.811
0.468 0.063 -0.109
0.422 0.321 0.097
-0.042 -0.231 0.336
0.322 -0.104 -0.366
-0.359 -0.208 0.326
-0.076 -0.113 -0.095
-0.325 0.041 -0.261
-0.479 0.299 0.257
-0.013 -0.344 0.306

This record from the Open Molecules 2025 dataset describes a single C6H7NO molecule. The level of theory is wB97M-V/def2-TZVPD.

ΔE to the lowest compared entry with this formula, charge and spin = 1.953 eV
SMILES string = C=Cc1[nH]ccc1O
gap between HOMO and LUMO = 8.51 eV

Cartesian coordinates (Å):
C 0.59104 0.99044 -0.17025
C 1.91588 0.80342 -0.01286
C 2.23085 -0.57924 -0.00100
C -0.01297 -0.28487 -0.34434
C -1.41276 -0.70474 -0.33716
C -2.34550 -0.01184 0.25904
H -0.90408 2.10134 -0.30611
H 2.60377 1.47353 0.49345
H 3.06015 -1.32164 0.21536
H 0.69764 -2.20480 0.35695
H -1.72922 -1.59346 -0.83892
H -3.37266 -0.54488 0.13865
H -2.31862 0.89048 0.88684
N 0.98499 -1.23667 -0.12149
O 0.01151 2.22294 -0.21818

Cartesian forces, eV/Å:
-2.740 -1.441 -0.972
4.248 -1.768 1.545
-2.090 -1.565 0.914
0.552 0.037 1.179
1.841 0.916 -0.136
-4.072 -0.766 0.489
-2.051 -0.124 -0.223
0.043 0.428 -0.951
-0.696 1.945 -0.207
1.296 2.976 -1.891
0.229 -0.557 -0.345
1.498 1.563 0.525
0.352 -0.520 -0.453
-0.238 -1.134 0.367
1.827 0.010 0.160

This record from the Open Molecules 2025 dataset describes 2 unconnected molecules or ions with the total composition C3H4N3S. The level of theory is wB97M-V/def2-TZVPD.

total charge = +1
ΔE to the lowest compared entry with this formula, charge and spin = 0.790 eV
gap between HOMO and LUMO = 7.42 eV

Cartesian coordinates (Å):
C 0.33043 1.06191 -0.36520
C 1.68285 1.03588 -0.23453
C 0.74582 -1.03680 -0.03260
N -2.74109 -0.79010 0.48330
N -2.21567 -0.97297 -0.48715
N -0.19562 -0.19960 -0.32151
S 2.36085 -0.46638 0.12160
H -0.33694 2.00244 -0.46732
H 2.37711 1.89434 -0.21683
H 0.58036 -2.14744 0.12107
H -2.58811 -0.38128 1.39918

Cartesian forces, eV/Å:
-0.556 2.009 -0.537
1.182 2.752 0.363
0.425 -3.867 0.470
0.445 -0.330 -1.216
-0.261 0.247 0.708
0.036 -0.007 0.641
-1.743 -0.233 -0.435
1.375 -1.892 -0.044
-0.789 -0.410 -0.141
-0.016 1.524 -0.367
-0.098 0.206 0.558

| no. | energy (eV) | molar mass (g mol⁻¹) |
| --- | --- | --- |
| 1 | -192132.800 | 767.5 |
| 2 | -9870.705 | 109.1 |
| 3 | -18471.266 | 114.2 |